(1)
{
  "formula": "C48H59F3N12O",
  "method": "ωB97M-V/def2-TZVPD",
  "total_charge": 0,
  "homo_energy_ev": -7.94,
  "lumo_energy_ev": -2.2,
  "elements": ["C", "C", "C", "C", "C", "C", "O", "C", "C", "C", "N", "C", "N", "C", "N", "C", "C", "C", "C", "C", "N", "C", "N", "C", "C", "C", "F", "F", "F", "H", "H", "H", "H", "H", "H", "H", "H", "H", "H", "H", "H", "H", "H", "H", "H", "H", "H", "H", "H", "H", "H", "H", "H", "N", "C", "C", "C", "C", "H", "H", "H", "H", "H", "N", "C", "C", "C", "C", "H", "H", "H", "H", "H", "N", "C", "C", "C", "C", "H", "H", "H", "H", "H", "N", "C", "C", "C", "C", "H", "H", "H", "H", "H", "N", "C", "C", "C", "C", "H", "H", "H", "H", "H", "N", "C", "C", "C", "C", "H", "H", "H", "H", "H", "N", "C", "C", "C", "C", "H", "H", "H", "H", "H"],
  "positions_angstrom": [[7.990, -1.799, -0.705], [6.692, -1.214, -0.815], [5.121, -0.938, -1.202], [4.790, 0.610, -1.743], [6.008, 1.743, -1.804], [6.250, 2.206, -0.217], [6.670, 3.457, 0.113], [3.243, 0.907, -2.187], [2.880, 2.421, -2.782], [2.290, 3.326, -1.549], [0.796, 3.072, -1.263], [2.027, -0.238, -2.090], [0.677, 0.248, -2.549], [-0.287, -0.885, -2.344], [-1.757, -0.585, -2.707], [-2.226, 0.290, -1.526], [-3.373, -0.471, -0.629], [-4.654, 0.589, -0.522], [0.011, -2.373, -1.764], [-1.259, -3.442, -1.607], [-0.830, -4.893, -1.591], [-0.999, -5.403, -0.177], [1.392, -2.794, -1.375], [2.428, -1.713, -1.525], [3.983, -2.125, -1.055], [4.213, -3.638, -0.507], [3.789, -4.618, -1.576], [3.304, -3.934, 0.663], [5.563, -4.027, -0.096], [9.029, -2.386, -0.668], [5.704, 2.723, -2.369], [6.968, 1.296, -2.302], [5.997, 1.433, 0.627], [3.769, 2.902, -3.373], [1.990, 2.306, -3.567], [2.868, 2.996, -0.576], [2.390, 4.484, -1.717], [0.752, 2.181, -0.698], [0.280, 2.872, -2.159], [-1.671, 0.105, -3.504], [-2.552, 1.378, -1.896], [-1.300, 0.464, -0.794], [-3.660, -1.468, -1.189], [-2.949, -0.774, 0.422], [-4.229, 1.564, -0.025], [-5.548, 0.102, 0.059], [-4.939, 0.848, -1.651], [-1.857, -3.100, -0.646], [-1.930, -3.260, -2.577], [0.131, -5.040, -1.969], [-2.036, -5.062, 0.302], [-0.967, -6.576, -0.206], [-0.086, -4.957, 0.449], [-7.941, -1.183, 2.053], [-9.183, -1.012, 1.501], [-9.862, -0.084, 2.258], [-8.996, 0.324, 3.301], [-7.816, -0.369, 3.149], [-7.227, -1.811, 1.707], [-9.478, -1.565, 0.619], [-10.871, 0.263, 2.078], [-9.210, 1.045, 4.079], [-6.900, -0.352, 3.725], [-0.479, 0.395, 2.172], [-0.903, 1.694, 2.075], [-1.722, 1.956, 3.150], [-1.789, 0.774, 3.926], [-1.010, -0.173, 3.301], [0.132, -0.072, 1.514], [-0.588, 2.320, 1.250], [-2.217, 2.896, 3.355], [-2.346, 0.629, 4.844], [-0.789, -1.200, 3.561], [-4.670, -0.331, -4.128], [-4.438, -1.543, -4.724], [-5.509, -1.827, -5.541], [-6.416, -0.746, -5.439], [-5.871, 0.165, -4.562], [-4.051, 0.126, -3.471], [-3.534, -2.099, -4.515], [-5.624, -2.717, -6.147], [-7.364, -0.642, -5.951], [-6.235, 1.121, -4.210], [6.707, 2.911, -6.132], [6.559, 3.911, -5.206], [7.765, 4.076, -4.562], [8.674, 3.148, -5.123], [7.995, 2.444, -6.093], [5.980, 2.573, -6.749], [5.611, 4.416, -5.083], [7.969, 4.789, -3.774], [9.712, 3.009, -4.851], [8.317, 1.651, -6.755], [12.252, -1.239, 0.412], [12.544, -0.252, -0.493], [11.700, 0.809, -0.254], [10.874, 0.452, 0.838], [11.238, -0.816, 1.232], [12.714, -2.138, 0.467], [13.325, -0.390, -1.230], [11.682, 1.740, -0.805], [10.097, 1.055, 1.290], [10.863, -1.453, 2.022], [-12.074, -0.577, 4.715], [-12.654, -0.040, 5.835], [-13.563, -0.953, 6.323], [-13.525, -2.082, 5.470], [-12.595, -1.824, 4.488], [-11.371, -0.124, 4.146], [-12.372, 0.943, 6.188], [-14.184, -0.820, 7.199], [-14.113, -2.986, 5.563], [-12.262, -2.419, 3.648], [0.994, 1.159, 5.251], [0.846, 2.158, 6.177], [2.052, 2.324, 6.821], [2.961, 1.395, 6.259], [2.282, 0.691, 5.290], [0.267, 0.820, 4.634], [-0.102, 2.664, 6.299], [2.255, 3.037, 7.609], [3.999, 1.256, 6.532], [2.604, -0.102, 4.628]]
}



(2)
{
  "formula": "C34H85F3O32S10",
  "method": "ωB97M-V/def2-TZVPD",
  "total_charge": 0,
  "de_lowest_ev": 0.000,
  "homo_energy_ev": -10.80,
  "lumo_energy_ev": -0.2,
  "elements": ["O", "S", "O", "O", "C", "C", "C", "H", "H", "H", "H", "H", "H", "H", "H", "O", "S", "O", "O", "C", "C", "C", "H", "H", "H", "H", "H", "H", "H", "H", "O", "S", "O", "O", "C", "C", "C", "H", "H", "H", "H", "H", "H", "H", "H", "O", "S", "O", "O", "C", "C", "C", "H", "H", "H", "H", "H", "H", "H", "H", "O", "S", "O", "O", "C", "C", "C", "H", "H", "H", "H", "H", "H", "H", "H", "O", "S", "O", "O", "C", "C", "C", "H", "H", "H", "H", "H", "H", "H", "H", "O", "S", "O", "O", "C", "C", "C", "H", "H", "H", "H", "H", "H", "H", "H", "O", "S", "O", "O", "C", "C", "C", "H", "H", "H", "H", "H", "H", "H", "H", "O", "S", "O", "O", "C", "C", "C", "H", "H", "H", "H", "H", "H", "H", "H", "O", "S", "O", "O", "C", "C", "C", "H", "H", "H", "H", "H", "H", "H", "H", "C", "C", "O", "C", "O", "C", "F", "F", "F", "H", "H", "H", "H", "H"],
  "positions_angstrom": [[-5.006, 1.784, 5.688], [-5.545, 0.538, 5.291], [-6.647, 0.456, 4.386], [-4.336, -0.261, 4.674], [-4.618, -1.358, 3.747], [-4.361, -0.916, 2.330], [-5.916, -0.444, 6.731], [-5.642, -1.698, 3.883], [-3.875, -2.089, 4.053], [-4.858, 0.000, 2.018], [-4.752, -1.687, 1.659], [-3.297, -0.773, 2.144], [-5.231, -0.075, 7.492], [-5.639, -1.471, 6.511], [-6.959, -0.289, 6.978], [8.051, 4.369, 0.948], [6.734, 4.712, 0.549], [5.753, 3.669, 0.436], [6.250, 5.769, 1.631], [4.990, 6.424, 1.466], [4.426, 6.808, 2.815], [6.649, 5.618, -0.961], [4.302, 5.763, 0.934], [5.068, 7.299, 0.812], [5.193, 7.205, 3.476], [4.018, 5.914, 3.286], [3.646, 7.541, 2.612], [6.957, 6.638, -0.752], [5.616, 5.588, -1.299], [7.200, 5.107, -1.748], [-0.894, -9.156, -0.870], [0.133, -8.725, 0.022], [1.493, -8.930, -0.357], [-0.094, -7.199, 0.391], [-0.029, -6.266, -0.711], [-0.517, -4.938, -0.215], [-0.076, -9.365, 1.650], [-0.634, -6.587, -1.562], [0.994, -6.185, -1.081], [0.201, -4.438, 0.444], [-1.461, -4.970, 0.320], [-0.584, -4.202, -1.017], [0.557, -10.243, 1.743], [-1.114, -9.546, 1.902], [0.339, -8.594, 2.297], [1.284, -0.113, -1.211], [1.102, -0.721, 0.072], [1.332, -2.120, 0.185], [1.949, -0.032, 1.205], [1.810, 1.420, 1.331], [3.106, 1.981, 1.855], [-0.514, -0.314, 0.633], [0.977, 1.586, 2.012], [1.591, 1.873, 0.363], [3.370, 1.582, 2.834], [2.936, 3.052, 1.996], [3.935, 1.821, 1.170], [-0.562, -0.512, 1.701], [-1.248, -0.886, 0.064], [-0.691, 0.728, 0.376], [4.948, 8.401, -1.837], [3.589, 8.044, -2.074], [2.990, 7.945, -3.360], [3.444, 6.634, -1.336], [2.367, 5.761, -1.758], [2.214, 4.683, -0.732], [2.583, 9.049, -1.008], [2.637, 5.356, -2.732], [1.442, 6.325, -1.909], [1.367, 4.033, -0.945], [2.071, 5.109, 0.266], [3.129, 4.085, -0.676], [2.808, 10.096, -1.185], [2.920, 8.777, -0.010], [1.548, 8.794, -1.210], [-4.712, -1.240, -3.319], [-3.747, -0.188, -3.449], [-2.460, -0.422, -3.990], [-4.395, 0.967, -4.312], [-5.731, 1.377, -4.019], [-5.760, 2.818, -3.557], [-3.578, 0.575, -1.857], [-6.244, 0.676, -3.357], [-6.355, 1.285, -4.915], [-6.793, 3.097, -3.342], [-5.360, 3.508, -4.296], [-5.182, 2.918, -2.634], [-2.932, 1.433, -2.020], [-3.161, -0.216, -1.237], [-4.548, 0.869, -1.465], [-2.952, -2.967, -0.603], [-3.891, -3.930, -1.052], [-3.699, -4.623, -2.277], [-4.061, -5.002, 0.099], [-4.901, -6.168, -0.171], [-4.003, -7.366, -0.378], [-5.526, -3.237, -1.060], [-5.569, -5.964, -1.003], [-5.473, -6.276, 0.751], [-4.593, -8.283, -0.364], [-3.277, -7.423, 0.431], [-3.483, -7.289, -1.331], [-6.149, -3.888, -1.663], [-5.472, -2.204, -1.384], [-5.875, -3.221, -0.028], [-1.231, 2.855, 1.061], [-2.653, 2.917, 1.127], [-3.456, 1.742, 1.073], [-3.048, 3.700, 2.441], [-3.110, 2.916, 3.657], [-1.891, 2.091, 3.986], [-3.241, 4.145, 0.029], [-3.985, 2.265, 3.643], [-3.306, 3.620, 4.463], [-1.840, 1.942, 5.069], [-0.925, 2.563, 3.800], [-1.900, 1.096, 3.541], [-2.733, 5.066, 0.311], [-4.311, 4.291, 0.139], [-2.981, 3.895, -0.997], [2.379, -0.837, 4.170], [2.172, -2.242, 4.063], [2.213, -3.051, 5.242], [0.752, -2.386, 3.378], [0.088, -3.649, 3.521], [-1.239, -3.548, 2.813], [3.282, -2.891, 2.852], [-0.012, -3.908, 4.574], [0.653, -4.475, 3.073], [-1.113, -3.067, 1.842], [-1.922, -2.920, 3.391], [-1.696, -4.520, 2.639], [3.267, -2.130, 2.071], [2.935, -3.858, 2.509], [4.277, -2.848, 3.289], [3.764, 3.577, -3.957], [4.775, 2.603, -3.736], [6.132, 2.876, -4.039], [4.671, 2.164, -2.212], [5.555, 1.096, -1.784], [4.667, -0.008, -1.284], [4.269, 1.108, -4.533], [6.206, 1.488, -1.004], [6.188, 0.785, -2.614], [4.202, -0.513, -2.139], [3.754, 0.370, -0.825], [5.119, -0.742, -0.622], [4.242, 1.368, -5.593], [3.252, 0.874, -4.228], [4.973, 0.310, -4.330], [-0.037, -2.581, -3.529], [1.014, -1.636, -4.043], [1.941, -2.337, -4.930], [2.961, -2.953, -4.388], [3.365, -2.858, -3.261], [3.677, -3.839, -5.434], [4.362, -4.807, -4.839], [2.782, -4.416, -6.245], [4.508, -3.101, -6.181], [-0.581, -3.028, -4.362], [-0.761, -1.972, -2.983], [0.317, -3.349, -2.846], [1.639, -1.275, -3.229], [0.579, -0.829, -4.623]]
}